[1]
Formula: C2H9NOP
Source: the OMol25 dataset
Level of theory: ωB97M-V/def2-TZVPD

## Properties
SMILES: C[NH2+]COP

ORCA input file:
```
! RIJCOSX wB97M-V def2-TZVPD def2/J DEFGRID3
* xyz 1 1
C -0.080 -0.993 1.717
N -0.280 0.329 1.040
C 0.805 0.426 -0.184
O 0.237 0.986 -1.335
P -1.012 0.380 -2.285
H -0.354 -1.754 0.900
H 1.007 -1.007 1.924
H -0.641 -1.239 2.576
H -1.133 0.426 0.491
H -0.147 1.076 1.662
H 1.506 1.171 0.123
H 1.094 -0.674 -0.307
H -0.776 1.496 -3.253
H -0.226 -0.621 -3.068
*
```

[2]
Formula: C2H9NOS
Source: the OMol25 dataset
Level of theory: ωB97M-V/def2-TZVPD

## Properties
SMILES: NCO.CS

ORCA input file:
```
! RIJCOSX wB97M-V def2-TZVPD def2/J DEFGRID3
* xyz 0 1
N 1.366 -0.952 0.234
C 2.049 0.184 0.657
O 3.148 -0.041 1.684
H 1.746 -1.767 0.617
H 0.472 -1.101 0.559
H 2.510 0.678 -0.143
H 1.490 1.043 1.030
H 2.802 -0.159 2.547
C -2.781 0.502 -1.713
S -2.340 0.839 0.101
H -3.693 0.930 -1.936
H -2.094 0.837 -2.434
H -2.808 -0.603 -1.665
H -1.867 -0.391 0.461
*
```

[3]
Formula: C2H9NOS
Source: the OMol25 dataset
Level of theory: ωB97M-V/def2-TZVPD

## Properties
SMILES: NCO.CS

ORCA input file:
```
! RIJCOSX wB97M-V def2-TZVPD def2/J DEFGRID3
* xyz 0 1
N 0.845 1.028 3.046
C 0.263 0.734 1.780
O -0.080 1.985 1.129
H 0.402 0.785 3.894
H 1.759 1.443 3.058
H -0.494 -0.072 1.864
H 1.155 0.250 1.244
H -0.215 2.695 1.910
C -0.637 -0.183 -1.745
S -0.223 -1.897 -2.126
H -0.889 0.196 -2.764
H 0.154 0.306 -1.128
H -1.677 -0.215 -1.212
H 0.339 -1.423 -3.421
*
```

The evaluated electronic energy for the records listed, in turn: -552.63918; -609.71714; -609.71162 Eh.